A) This record from the OMol25 dataset describes a cluster of 5 separate species, H10O5 in total. The level of theory is wB97M-V/def2-TZVPD.

CARTESIAN COORDINATES (ANGSTROEM)
O -5.4000 13.8275 -9.8375
H -4.6978 13.5144 -9.2457
H -6.2165 13.4974 -9.4531
O -5.5301 13.6774 -4.3807
H -4.7035 13.1951 -4.2844
H -6.2155 13.0027 -4.3365
O -0.8600 15.0479 -7.6941
H -1.1997 15.0614 -6.7938
H -1.6147 15.3084 -8.2349
O -1.3006 11.2845 -9.6982
H -1.5193 10.8160 -8.8862
H -0.3602 11.4818 -9.6267
O -3.3154 13.1834 -7.8599
H -3.4537 12.8272 -6.9776
H -2.4007 12.9695 -8.0909

Values from the calculation:
Total charge: 0
HOMO (eV): -10.73
SMILES string: O.O.O.O.O
LUMO level (eV): 0.0
HOMO-LUMO gap (eV): 10.8



B) This record from the OMol25 dataset describes a cluster of 5 separate species, H10O5 in total. The level of theory is wB97M-V/def2-TZVPD.

CARTESIAN COORDINATES (ANGSTROEM)
O -4.3731 16.2820 -37.5475
H -3.5908 15.9305 -37.8886
H -4.8709 15.5532 -37.2228
O 0.9905 17.3442 -35.6270
H 1.0395 16.7052 -34.8725
H 0.5970 16.7886 -36.2867
O -2.2386 14.2543 -37.5331
H -1.6612 13.5515 -37.7155
H -2.4653 14.1541 -36.5860
O 0.1451 15.4286 -37.8300
H -0.7363 15.1465 -37.8697
H 0.4648 15.5864 -38.7118
O 2.3619 14.3081 -36.2410
H 2.2437 14.1536 -35.2882
H 1.5874 14.7048 -36.5216

Values from the calculation:
Total charge: 0
HOMO (eV): -11.00
SMILES string: O.O.O.O.O
LUMO level (eV): -0.1
HOMO-LUMO gap (eV): 10.9



Most stable structure: A)



A) This record from the OMol25 dataset describes a cluster of 5 separate species, H10O5 in total. The level of theory is wB97M-V/def2-TZVPD.

CARTESIAN COORDINATES (ANGSTROEM)
O 2.0312 -1.0206 -1.8471
H 2.4972 -0.4886 -2.5041
H 2.6412 -1.5526 -1.5561
O -2.3708 -1.0566 1.6419
H -1.7108 -0.8986 0.8679
H -3.1248 -1.0756 1.0959
O -0.1008 -0.0896 0.0019
H 0.2802 0.7024 0.5999
H 0.5812 -0.6596 -0.3731
O -1.3858 0.8074 -2.1251
H -2.3038 1.0804 -2.0761
H -0.9318 0.1844 -1.4031
O 1.2262 1.1364 2.2439
H 1.8052 1.8264 2.2519
H 0.8662 1.1044 3.1809

Values from the calculation:
Total charge: 0
HOMO (eV): -10.04
SMILES string: O.O.O.O.O
LUMO level (eV): 0.4
HOMO-LUMO gap (eV): 10.4



B) This record from the OMol25 dataset describes a cluster of 5 separate species, H10O5 in total. The level of theory is wB97M-V/def2-TZVPD.

CARTESIAN COORDINATES (ANGSTROEM)
O 0.6109 3.2294 1.8417
H 0.4357 3.3763 2.7102
H 0.7567 2.3165 1.7728
O 0.2647 0.3072 0.8349
H -0.7276 0.2720 0.9202
H 0.6489 -0.2761 1.5447
O -0.9239 -2.5961 0.6946
H -0.1123 -3.2106 0.6012
H -0.9874 -2.1982 -0.2674
O -1.3920 -0.4762 -1.4851
H -2.0536 -0.6071 -2.1490
H -0.6108 -0.6088 -2.2377
O 1.3164 -0.2463 -1.5886
H 1.1604 0.3851 -0.9261
H 1.6139 0.3330 -2.2665

Values from the calculation:
Total charge: 0
HOMO (eV): -10.93
SMILES string: O.O.O.O.O
LUMO level (eV): 0.5
HOMO-LUMO gap (eV): 11.4



Most stable structure: B)



A) This record from the OMol25 dataset describes a cluster of 5 separate species, H10O5 in total. The level of theory is wB97M-V/def2-TZVPD.

CARTESIAN COORDINATES (ANGSTROEM)
O 0.3665 -0.8971 0.7919
H 0.1554 0.0358 0.8304
H 0.9844 -0.9735 0.0648
O 1.0227 1.9749 -2.1879
H 1.2653 1.0511 -2.1265
H 1.3897 2.2644 -3.0232
O -1.1972 -1.9308 2.7772
H -0.7550 -2.2383 3.5685
H -0.5284 -1.4336 2.3064
O 1.8396 -0.6732 -1.9284
H 1.6989 -1.3569 -2.5834
H 2.7897 -0.6393 -1.8171
O -2.8897 1.7337 0.7604
H -2.4791 1.0706 1.3154
H -3.6628 2.0122 1.2513

Values from the calculation:
Total charge: 0
HOMO (eV): -10.84
SMILES string: O.O.O.O.O
LUMO level (eV): 0.1
HOMO-LUMO gap (eV): 11.0



B) This record from the OMol25 dataset describes a cluster of 5 separate species, H10O5 in total. The level of theory is wB97M-V/def2-TZVPD.

CARTESIAN COORDINATES (ANGSTROEM)
O -11.1691 -21.8408 1.8735
H -10.4510 -22.5066 1.7667
H -11.8768 -22.2553 1.3924
O -8.0470 -24.4560 5.8454
H -8.5430 -24.4326 5.0318
H -7.2002 -24.0695 5.6340
O -10.1977 -24.3235 3.5844
H -9.3538 -24.5111 3.1183
H -10.8798 -24.7564 3.1084
O -9.3630 -23.7095 0.6765
H -9.9658 -24.2435 0.2083
H -8.5185 -24.0540 0.3762
O -7.5446 -24.1151 2.8919
H -7.3698 -23.2590 3.2457
H -6.8067 -24.6270 3.2329

Values from the calculation:
Total charge: 0
HOMO (eV): -10.57
SMILES string: O.O.O.O.O
LUMO level (eV): 0.1
HOMO-LUMO gap (eV): 10.7



C) This record from the OMol25 dataset describes a cluster of 5 separate species, H10O5 in total. The level of theory is wB97M-V/def2-TZVPD.

CARTESIAN COORDINATES (ANGSTROEM)
O -0.3500 24.8330 13.7290
H -0.1160 24.0220 13.2770
H -0.4470 24.4860 14.6520
O -3.1500 25.1610 13.4430
H -2.9940 24.2250 13.2170
H -2.3100 25.3760 13.7780
O -5.7180 24.2800 13.9370
H -6.0180 24.2250 14.8260
H -4.8360 24.6960 13.9210
O -3.9570 25.8950 10.7250
H -3.5620 25.3820 11.4540
H -4.7800 26.1290 11.1460
O -3.3020 22.4660 12.7330
H -2.7340 21.9370 13.3170
H -2.7280 22.7080 12.0090

Values from the calculation:
Total charge: 0
HOMO (eV): -10.70
SMILES string: O.O.O.O.O
LUMO level (eV): -0.3
HOMO-LUMO gap (eV): 10.4



D) This record from the OMol25 dataset describes a structure of composition H10O5. The level of theory is wB97M-V/def2-TZVPD.

CARTESIAN COORDINATES (ANGSTROEM)
O 0.3333 1.0459 1.3688
H 0.9447 1.5849 1.8706
H -0.1246 0.5249 2.0284
O 0.4787 -1.1369 0.7910
H 0.8957 -1.9725 0.5811
H 1.2068 -0.5233 0.8888
O -0.7068 0.3691 -0.2795
H -0.1706 0.4175 0.5119
H -0.1032 0.5803 -0.9917
O -1.8117 -1.1901 -0.0335
H -1.5838 -1.9598 -0.5549
H -1.1237 -0.5544 -0.2306
O 0.7125 0.8695 -1.6195
H 0.5994 1.7170 -2.0500
H 0.4533 0.2279 -2.2809

Values from the calculation:
Total charge: 0
HOMO (eV): -7.23
LUMO level (eV): 0.1
HOMO-LUMO gap (eV): 7.3



Most stable structure: A)



A) This record from the OMol25 dataset describes a cluster of 5 separate species, H10O5 in total. The level of theory is wB97M-V/def2-TZVPD.

CARTESIAN COORDINATES (ANGSTROEM)
O -2.9348 1.9655 -2.1026
H -2.3670 1.3154 -1.6888
H -2.4090 2.3228 -2.8181
O -1.5945 1.8966 3.8922
H -1.5792 1.9178 4.8491
H -1.4585 0.9754 3.6704
O 0.4716 -0.5380 -0.9627
H 0.6016 -0.7853 -0.0472
H 1.3196 -0.6976 -1.3771
O 4.4819 -0.1804 -3.2495
H 4.2610 0.4034 -3.9752
H 5.2338 -0.6816 -3.5651
O -1.2874 -2.3329 2.6958
H -2.0666 -2.5416 2.1805
H -0.6727 -3.0395 2.4984

Values from the calculation:
Total charge: 0
HOMO (eV): -11.20
SMILES string: O.O.O.O.O
LUMO level (eV): 0.5
HOMO-LUMO gap (eV): 11.7



B) This record from the OMol25 dataset describes a cluster of 5 separate species, H10O5 in total. The level of theory is wB97M-V/def2-TZVPD.

CARTESIAN COORDINATES (ANGSTROEM)
O -0.6030 1.8686 0.8223
H 0.2559 2.1318 0.4731
H -1.1941 1.9326 0.0637
O 0.6234 -2.1253 -0.9184
H 0.6461 -1.2507 -0.5141
H -0.2807 -2.2111 -1.2412
O 1.6243 1.7932 -1.0838
H 0.6922 1.5488 -1.0645
H 2.0358 1.1064 -1.6204
O -3.9716 -0.4611 0.1777
H -3.9655 -1.3362 -0.2262
H -3.4034 0.0657 -0.3956
O 2.4158 -1.0106 1.1512
H 1.9123 -1.8204 1.2917
H 2.5898 -0.6852 2.0416

Values from the calculation:
Total charge: 0
HOMO (eV): -11.62
SMILES string: O.O.O.O.O
LUMO level (eV): -0.1
HOMO-LUMO gap (eV): 11.6



Most stable structure: A)



A) This record from the OMol25 dataset describes a cluster of 5 separate species, H10O5 in total. The level of theory is wB97M-V/def2-TZVPD.

CARTESIAN COORDINATES (ANGSTROEM)
O -2.3111 -1.7120 -0.3810
H -3.1384 -1.5259 0.0009
H -1.9714 -0.8175 -0.3616
O -2.1884 1.2556 -0.0998
H -2.5376 2.0757 0.2537
H -1.2621 1.5118 -0.3227
O 0.8075 1.6131 0.1858
H 1.5532 1.6594 -0.3218
H 0.7855 0.7142 0.6049
O 0.2681 -0.9244 1.0413
H 0.9607 -1.5048 0.7204
H -0.5778 -1.0425 0.5573
O 3.0974 -0.7004 -0.3415
H 4.0112 -0.4085 -0.5754
H 2.5033 -0.1937 -0.9604

Values from the calculation:
Total charge: 0
HOMO (eV): -11.47
SMILES string: O.O.O.O.O
LUMO level (eV): 0.4
HOMO-LUMO gap (eV): 11.8



B) This record from the OMol25 dataset describes a cluster of 5 separate species, H10O5 in total. The level of theory is wB97M-V/def2-TZVPD.

CARTESIAN COORDINATES (ANGSTROEM)
O 0.7485 -2.6178 0.0777
H 1.0738 -2.6878 -0.8208
H -0.1610 -2.6484 -0.1703
O 0.2582 1.9659 -0.8185
H -0.2442 1.7574 -1.6391
H 0.0419 1.3319 -0.1691
O -1.1591 -1.1589 -1.5134
H -1.5139 -1.7178 -2.2223
H -0.8775 -0.4159 -1.9825
O -0.9807 0.1932 1.0856
H -1.7058 0.7811 1.2815
H -1.1360 -0.3489 0.3138
O 1.7476 2.2212 2.2686
H 2.6379 1.9419 2.0311
H 1.2704 1.4028 2.2778

Values from the calculation:
Total charge: 0
HOMO (eV): -10.98
SMILES string: O.O.O.O.O
LUMO level (eV): -0.1
HOMO-LUMO gap (eV): 10.9



C) This record from the OMol25 dataset describes a cluster of 5 separate species, H10O5 in total. The level of theory is wB97M-V/def2-TZVPD.

CARTESIAN COORDINATES (ANGSTROEM)
O 0.1521 -2.2838 0.3987
H 0.8336 -2.4130 1.0680
H -0.1839 -1.3976 0.5742
O 3.9306 -0.6964 -0.5213
H 4.1574 0.0028 -1.1448
H 2.9700 -0.6502 -0.4565
O 3.1177 0.8579 0.1289
H 3.2783 1.7434 -0.2161
H 2.7310 1.0115 0.9983
O -5.3462 -0.8048 -0.2643
H -4.4779 -0.4177 -0.1052
H -5.3277 -1.0465 -1.1972
O -1.8972 2.3848 0.0752
H -2.1976 1.5651 -0.3332
H -1.7401 2.1445 0.9953

Values from the calculation:
Total charge: 0
HOMO (eV): -8.89
SMILES string: O.O.O.O.O
LUMO level (eV): -0.2
HOMO-LUMO gap (eV): 8.7



D) This record from the OMol25 dataset describes a cluster of 5 separate species, H10O5 in total. The level of theory is wB97M-V/def2-TZVPD.

CARTESIAN COORDINATES (ANGSTROEM)
O -1.1840 1.6207 0.7659
H -1.8805 1.7018 0.1090
H -0.5739 1.5702 0.0051
O 0.4565 1.8310 -1.4522
H 1.4241 1.9344 -1.3407
H 0.3432 1.1787 -2.1761
O 1.8163 -0.8970 -2.1977
H 1.0936 -1.0999 -1.5581
H 2.3886 -1.5153 -2.6494
O 0.1512 -2.3672 0.4221
H -0.0896 -1.8496 1.1375
H -0.4618 -2.3463 -0.3249
O -1.1889 -0.1801 2.7282
H -1.9096 0.3414 2.7714
H -0.7431 0.0251 1.8963

Values from the calculation:
Total charge: 0
HOMO (eV): -11.05
SMILES string: O.O.O.O.O
LUMO level (eV): 0.2
HOMO-LUMO gap (eV): 11.3



Most stable structure: A)



A) This record from the OMol25 dataset describes a cluster of 5 separate species, H10O5 in total. The level of theory is wB97M-V/def2-TZVPD.

CARTESIAN COORDINATES (ANGSTROEM)
O -2.3005 0.2966 1.2534
H -3.1493 -0.1204 1.1054
H -2.2878 0.4888 2.1910
O 0.3633 0.2849 -0.2559
H 0.9416 0.8266 -0.7930
H 0.0235 0.8833 0.4094
O -0.6355 -1.4409 2.6660
H 0.2295 -1.4674 2.2570
H -1.1669 -0.9135 2.0696
O -1.1733 -1.3748 -1.9894
H -0.5514 -1.1582 -1.2948
H -1.4224 -0.5286 -2.3610
O 3.4825 1.2178 -1.4979
H 3.9281 2.0558 -1.3736
H 3.7187 0.9499 -2.3860

Values from the calculation:
Total charge: 0
HOMO (eV): -10.73
SMILES string: O.O.O.O.O
LUMO level (eV): 0.4
HOMO-LUMO gap (eV): 11.2



B) This record from the OMol25 dataset describes a cluster of 5 separate species, H10O5 in total. The level of theory is wB97M-V/def2-TZVPD.

CARTESIAN COORDINATES (ANGSTROEM)
O -0.2257 2.9140 0.3703
H 0.0343 2.2180 -0.2467
H -0.8947 3.3830 -0.1067
O -2.2577 -2.6720 0.5773
H -1.7157 -3.4420 0.6113
H -2.9017 -2.8070 -0.0637
O 0.5753 0.6020 -1.6207
H 0.9143 1.5220 -1.6267
H 0.1013 0.4200 -0.7747
O 0.1433 -0.0850 0.9793
H -0.7257 -0.4730 1.0623
H 0.1813 0.8000 1.3223
O 2.3203 -1.1910 -0.1927
H 1.5853 -0.7440 0.1873
H 2.8663 -0.4450 -0.4777

Values from the calculation:
Total charge: 0
HOMO (eV): -10.31
SMILES string: O.O.O.O.O
LUMO level (eV): 0.4
HOMO-LUMO gap (eV): 10.7



Most stable structure: A)